Model one:
22
Properties=species:S:1:pos:R:3:lowdin_charge:R:1 method="wB97M-V/def2-TZVPD" mol_weight_g_mol=136.20 smiles=C[C@H]1C[C@]1(C)n1cccn1 homo_lumo_gap_ev=8.53 homo_ha=-0.2747 spin_multiplicity=1
C 0.083 0.810 2.302 -0.091
C 0.755 0.234 1.133 -0.195
C 0.374 -1.173 0.865 -0.141
C -0.332 -0.417 -0.211 -0.304
C -1.775 -0.125 -0.036 -0.040
N 0.193 -0.137 -1.489 -0.084
C 1.398 -0.537 -2.052 -0.055
C 1.508 0.162 -3.205 -0.077
C 0.393 1.022 -3.206 -0.211
N -0.381 0.912 -2.215 0.101
H 0.576 0.122 3.092 0.121
H -0.935 0.654 2.240 0.033
H 0.220 1.853 2.484 0.070
H 1.586 0.648 0.615 0.110
H 1.234 -1.809 0.592 0.104
H -0.085 -1.724 1.679 0.116
H -2.088 0.085 -1.054 0.067
H -1.893 0.792 0.490 0.065
H -2.318 -0.992 0.421 0.105
H 2.139 -1.165 -1.622 0.111
H 2.240 0.089 -3.962 0.081
H 0.265 1.791 -3.985 0.115

---

Model two:
22
Properties=species:S:1:pos:R:3:lowdin_charge:R:1 method="wB97M-V/def2-TZVPD" mol_weight_g_mol=136.20 homo_lumo_gap_ev=7.09 homo_ha=-0.2269 spin_multiplicity=1
C 3.783 0.413 -0.657 -0.075
C -1.527 1.477 0.132 -0.111
C 0.993 1.634 0.203 -0.166
C -0.169 1.596 -0.505 -0.229
C 0.064 -0.390 0.779 -0.246
C -0.886 0.150 -0.199 -0.325
C 0.313 -1.690 1.479 -0.028
C -1.643 -0.781 -1.213 -0.024
N 4.177 0.424 0.418 0.070
N 0.986 0.542 1.002 0.042
H -1.883 1.702 1.215 0.141
H -2.378 1.649 -0.614 0.119
H 3.429 0.723 -1.591 0.050
H 1.914 2.210 0.152 0.096
H -0.285 2.112 -1.431 0.120
H 1.168 -1.661 2.255 0.113
H 0.692 -2.352 0.760 0.047
H -0.516 -2.178 1.922 0.056
H -1.898 -0.024 -2.033 0.094
H -2.614 -1.147 -0.816 0.077
H -1.064 -1.629 -1.535 0.055
H 1.837 0.383 1.511 0.123

---

Stability summary - winner: model one; margin: 1.139 eV.

---

Model one:
15
Properties=species:S:1:pos:R:3:lowdin_charge:R:1 method="wB97M-V/def2-TZVPD" mol_weight_g_mol=129.18 smiles="O=CN1C[C@H]2S[C@@H]2C1" homo_lumo_gap_ev=9.60 homo_ha=-0.3429 spin_multiplicity=1
O 2.450 -1.817 0.024 0.056
C 1.484 -1.480 0.597 -0.281
N 0.770 -0.094 0.417 -0.017
C -0.568 0.125 1.113 -0.220
C -1.403 0.306 -0.090 -0.633
S -2.499 1.497 -1.039 0.850
C -0.656 1.131 -0.961 -0.590
C 0.564 0.356 -1.159 -0.119
H 1.281 -2.137 1.567 0.153
H -0.934 -0.743 1.787 0.135
H -0.818 1.080 1.701 0.133
H -1.576 -0.835 -0.284 0.153
H -0.220 2.045 -0.387 0.135
H 0.722 -0.507 -1.842 0.120
H 1.402 1.073 -1.444 0.124

---

Model two:
15
Properties=species:S:1:pos:R:3:lowdin_charge:R:1 method="wB97M-V/def2-TZVPD" mol_weight_g_mol=129.18 homo_lumo_gap_ev=8.30 homo_ha=-0.3215 spin_multiplicity=1
O -1.106 -2.754 0.550 -0.020
C -0.386 -1.615 0.418 -0.771
S 1.182 -1.715 -0.184 0.656
C -1.294 -0.337 0.303 -0.039
C -0.859 0.962 0.002 -0.079
N 0.431 1.609 -0.180 -0.143
C 0.441 2.990 0.372 -0.141
C 0.395 2.620 -1.084 -0.214
H -0.402 -3.383 0.438 0.052
H -2.325 -0.480 0.404 0.070
H -1.566 1.903 0.050 0.128
H 1.236 3.108 1.095 0.093
H -0.467 3.428 0.898 0.112
H 1.359 2.922 -1.705 0.149
H -0.698 2.984 -1.428 0.147

---

Model three:
15
Properties=species:S:1:pos:R:3:lowdin_charge:R:1 method="wB97M-V/def2-TZVPD" mol_weight_g_mol=129.18 smiles="COC1=CCC(=S)N1" homo_lumo_gap_ev=8.83 homo_ha=-0.2984 spin_multiplicity=1
C 0.632 2.250 1.148 -0.035
O -0.480 1.339 1.026 -0.060
C -0.297 0.298 0.220 -0.367
C 0.715 -0.159 -0.498 -0.054
C 0.357 -1.483 -1.033 -0.188
C -1.075 -1.757 -0.599 -0.820
S -2.084 -2.932 -1.135 0.611
N -1.334 -0.655 0.173 0.102
H 0.256 3.172 1.633 0.101
H 1.045 2.352 0.096 0.106
H 1.347 1.717 1.803 0.102
H 1.709 0.293 -0.675 0.119
H 1.047 -2.239 -0.674 0.123
H 0.356 -1.658 -2.125 0.124
H -2.194 -0.537 0.638 0.136

---

Stability summary - winner: model three; margin: 3.169 eV.

---

Model one:
15
Properties=species:S:1:pos:R:3:lowdin_charge:R:1 method="wB97M-V/def2-TZVPD" mol_weight_g_mol=129.18 smiles="C1=NSCC[C@H]2O[C@H]12" homo_lumo_gap_ev=9.47 homo_ha=-0.3196 spin_multiplicity=1
C 0.262 1.724 0.281 -0.191
N -0.583 1.341 1.163 -0.287
S -1.444 -0.160 0.991 0.857
C -0.382 -1.613 0.524 -0.449
C 0.407 -1.611 -0.793 -0.186
C 1.238 -0.368 -0.665 -0.298
O 1.640 0.566 -1.659 0.034
C 0.471 0.845 -0.889 -0.302
H 0.724 2.706 0.410 0.121
H 0.303 -1.794 1.367 0.077
H -1.122 -2.439 0.568 0.078
H 0.950 -2.514 -0.871 0.096
H -0.261 -1.554 -1.677 0.133
H 1.951 -0.375 0.183 0.169
H -0.447 0.754 -1.462 0.147

---

Model two:
15
Properties=species:S:1:pos:R:3:lowdin_charge:R:1 method="wB97M-V/def2-TZVPD" mol_weight_g_mol=129.18 homo_lumo_gap_ev="7.29 / 8.12" homo_ha="-0.2815 / -0.3197" spin_multiplicity=1
C 0.014 1.443 -0.732 -0.108
C 0.727 0.563 -2.469 -0.173
C 0.246 0.148 -0.408 -0.354
C -1.093 -0.223 1.783 -0.179
C -0.033 -0.609 0.800 -0.647
N 0.294 1.644 -2.015 0.077
O 0.813 -0.448 -1.513 0.011
S 0.235 -2.387 0.740 0.762
H -0.396 2.342 -0.230 0.137
H 1.183 0.483 -3.458 0.139
H -2.103 -0.705 1.630 0.101
H -0.763 -0.740 2.646 0.042
H -1.406 0.764 2.013 0.069
H 1.476 0.308 1.802 0.167
H 0.806 -2.585 -0.590 -0.047

---

Stability summary - winner: model one; margin: 1.964 eV.

---

Model one:
22
Properties=species:S:1:pos:R:3:lowdin_charge:R:1 method="wB97M-V/def2-TZVPD" mol_weight_g_mol=148.14 homo_lumo_gap_ev=8.69 homo_ha=-0.2893 spin_multiplicity=1
C -1.507 -0.501 -0.143 -0.474
C -0.058 -0.036 -0.070 -0.464
C -2.611 0.332 0.349 -0.027
C -1.725 -1.951 0.038 -0.047
C 0.324 2.071 0.307 0.061
C 3.303 0.158 -0.946 -0.163
O -0.611 -0.145 -1.287 -0.019
O 2.653 0.172 0.350 -0.552
P 1.454 -0.980 0.547 0.946
H -3.161 -0.257 1.007 0.055
H -3.332 0.595 -0.514 0.132
H -2.420 1.215 0.902 0.064
H -0.717 -2.499 -0.172 0.098
H -2.470 -2.327 -0.608 0.072
H -2.035 -2.211 1.022 0.077
H -0.684 2.415 -0.036 0.032
H 1.181 2.013 -0.352 -0.011
H 0.552 2.123 1.361 0.013
H 4.427 0.139 -0.761 0.099
H 2.927 1.051 -1.480 0.080
H 3.062 -0.790 -1.440 0.053
H 1.448 -0.588 1.925 -0.025

---

Model two:
22
Properties=species:S:1:pos:R:3:lowdin_charge:R:1 method="wB97M-V/def2-TZVPD" mol_weight_g_mol=148.14 smiles="CC=P1(C)OCCCO1" homo_lumo_gap_ev=8.11 homo_ha=-0.2704 spin_multiplicity=1
C -2.716 -0.264 -1.118 -0.250
C -1.456 -0.986 -1.433 -0.356
P -0.137 -0.574 -0.454 0.767
C 1.258 -1.791 -0.979 -0.144
O -0.005 -0.635 1.238 -0.251
C 0.521 0.356 2.099 -0.229
C 1.447 1.165 1.258 -0.163
C 0.757 1.825 0.027 -0.153
O 0.199 0.908 -0.984 -0.222
H -2.429 0.585 -0.450 0.046
H -3.278 0.179 -2.027 0.086
H -3.435 -0.762 -0.438 0.063
H -1.742 -2.024 -1.363 0.036
H 2.324 -1.675 -0.654 0.051
H 1.061 -2.840 -0.738 0.043
H 1.294 -1.688 -2.040 0.019
H 1.017 -0.176 2.922 0.133
H -0.328 0.854 2.409 0.096
H 1.858 2.096 1.666 0.127
H 2.253 0.569 1.061 0.082
H 0.022 2.418 0.435 0.092
H 1.515 2.462 -0.436 0.124

---

Model three:
22
Properties=species:S:1:pos:R:3:lowdin_charge:R:1 method="wB97M-V/def2-TZVPD" mol_weight_g_mol=148.14 homo_lumo_gap_ev=8.56 homo_ha=-0.2866 spin_multiplicity=1
C 2.094 -0.389 0.826 -0.360
C 2.752 0.691 1.531 -0.065
C -2.297 -0.344 -1.158 -0.140
C -0.562 -1.922 -1.092 -0.145
C -0.421 2.029 0.505 -0.190
C -0.814 -0.442 -1.139 -0.505
O 2.529 -1.356 0.330 0.077
O -0.846 -0.295 1.742 -0.379
P -0.255 0.205 0.506 0.730
H 3.636 0.965 1.028 0.076
H 3.196 0.108 2.408 0.128
H 2.166 1.470 1.960 0.060
H -2.717 -0.089 -2.174 0.101
H -2.821 -1.236 -0.896 0.068
H -2.619 0.502 -0.502 0.079
H -0.864 -2.418 -2.016 0.086
H -1.171 -2.414 -0.329 0.086
H 0.481 -2.203 -0.972 0.061
H 0.601 2.408 0.616 0.021
H -0.701 2.252 -0.531 0.040
H -1.058 2.453 1.304 0.066
H -0.310 0.023 -1.947 0.106

---

Stability summary - winner: model three; margin: 0.592 eV.

---

Model one:
14
Properties=species:S:1:pos:R:3:lowdin_charge:R:1 method="wB97M-V/def2-TZVPD" mol_weight_g_mol=73.12 homo_lumo_gap_ev="7.48 / 8.90" charge=+1 homo_ha="-0.5073 / -0.5321" spin_multiplicity=1
C -1.556 -0.437 0.014 0.121
C 1.229 -1.146 -0.576 -0.128
C 1.209 0.953 0.519 -0.139
N 0.880 -0.386 0.594 -0.002
N -2.366 0.552 0.182 0.114
H -1.950 -1.317 -0.499 0.086
H 0.428 -1.881 -0.796 0.075
H 1.117 -0.386 -1.578 0.161
H 2.152 -1.613 -0.502 0.073
H 1.514 1.282 -0.401 0.058
H 0.654 1.621 1.271 0.144
H 2.060 0.901 1.230 0.148
H -3.423 0.451 0.055 0.182
H -1.947 1.405 0.487 0.107

---

Model two:
14
Properties=species:S:1:pos:R:3:lowdin_charge:R:1 method="wB97M-V/def2-TZVPD" mol_weight_g_mol=73.12 homo_lumo_gap_ev=6.93 charge=+1 homo_ha=-0.4649 spin_multiplicity=1
C 0.561 -2.167 -0.179 0.124
N -0.062 -1.318 -0.937 0.143
H 0.936 -3.208 -0.683 0.174
H 0.269 -2.118 0.957 0.160
H -0.379 -1.884 -1.775 0.184
H -0.389 -0.454 -0.508 0.021
C -1.097 0.869 0.789 -0.036
C -0.167 1.381 -0.032 -0.330
N 1.084 1.898 0.275 0.075
H -1.005 0.567 1.766 0.038
H -2.054 0.632 0.284 0.087
H -0.616 1.428 -1.050 0.131
H 1.296 1.793 1.306 0.135
H 1.624 2.582 -0.213 0.093

---

Model three:
14
Properties=species:S:1:pos:R:3:lowdin_charge:R:1 method="wB97M-V/def2-TZVPD" mol_weight_g_mol=73.12 homo_lumo_gap_ev=12.08 charge=+1 homo_ha=-0.5757 spin_multiplicity=1
C -1.454 -1.174 -0.716 -0.055
C -0.894 -0.197 0.318 -0.190
N 0.569 -0.364 0.416 0.069
C 1.517 0.515 0.370 -0.139
N 1.418 1.784 0.066 0.204
H -1.277 -2.172 -0.304 0.085
H -2.512 -1.008 -0.891 0.090
H -0.872 -1.152 -1.638 0.084
H -1.151 0.832 0.193 0.104
H -1.331 -0.449 1.288 0.134
H 0.789 -1.212 0.928 0.173
H 2.522 0.122 0.503 0.171
H 0.513 2.153 -0.184 0.127
H 2.163 2.323 -0.348 0.145

---

Stability summary - winner: model three; margin: 3.424 eV.

---

Model one:
14
Properties=species:S:1:pos:R:3:lowdin_charge:R:1 method="wB97M-V/def2-TZVPD" mol_weight_g_mol=73.12 homo_lumo_gap_ev="6.50 / 8.08" charge=+1 homo_ha="-0.4800 / -0.5096" spin_multiplicity=1
C -1.327 0.111 -0.051 -0.208
C 2.264 0.532 -0.173 -0.114
C 1.532 -0.730 0.130 0.204
N -2.129 -0.598 -0.850 0.052
N -1.804 0.772 1.007 0.084
H 3.319 0.198 -0.346 0.121
H 2.474 1.355 0.588 0.119
H 1.993 0.983 -1.061 0.062
H 1.563 -1.419 -0.725 0.097
H 0.944 -0.966 0.986 0.049
H -1.661 -1.223 -1.562 0.123
H -3.213 -0.706 -0.884 0.165
H -1.127 1.096 1.664 0.087
H -2.829 0.593 1.278 0.159

---

Model two:
14
Properties=species:S:1:pos:R:3:lowdin_charge:R:1 method="wB97M-V/def2-TZVPD" mol_weight_g_mol=73.12 smiles="CCNC=[NH2+]" homo_lumo_gap_ev=11.07 charge=+1 homo_ha=-0.5550 spin_multiplicity=1
C 1.593 0.883 0.201 -0.127
C 0.821 -0.059 1.130 -0.163
N -0.529 -0.507 0.438 0.047
C -0.865 -0.120 -0.818 -0.075
N -2.069 -0.631 -1.119 0.136
H 0.945 1.626 -0.260 0.053
H 2.460 1.472 0.684 0.117
H 2.094 0.203 -0.633 0.125
H 1.289 -1.106 1.117 0.143
H 0.641 0.512 2.088 0.137
H -1.038 -0.988 1.142 0.137
H -0.285 0.605 -1.403 0.155
H -2.518 -1.335 -0.504 0.148
H -2.539 -0.555 -2.065 0.166

---

Model three:
14
Properties=species:S:1:pos:R:3:lowdin_charge:R:1 method="wB97M-V/def2-TZVPD" mol_weight_g_mol=73.12 homo_lumo_gap_ev=3.59 charge=+1 homo_ha=-0.4705 spin_multiplicity=1
C -2.851 0.453 0.848 0.088
C -1.790 0.057 0.035 -0.467
N -0.633 -0.578 0.178 -0.011
C 2.201 -0.601 0.095 0.037
N 3.371 -0.327 0.594 0.394
H -3.269 -1.268 -0.354 0.316
H -3.449 1.333 0.302 0.131
H -2.975 0.377 1.914 0.064
H 3.903 1.117 -1.811 0.021
H -1.954 0.343 -1.014 0.093
H -0.376 -0.974 1.103 0.045
H 1.899 0.088 -0.686 0.114
H 4.214 1.570 -1.342 0.037
H 1.707 -1.589 0.139 0.138

---

Stability summary - winner: model two; margin: 3.034 eV.